The following is a quantum chemistry calculation of one molecule with the formula C4H9N, from the Open Molecules 2025 dataset.

Geometry as XYZ:
```
14
Properties=species:S:1:pos:R:3:forces:R:3
N -0.672424 -0.352035 -0.271923 -0.05 -0.07 0.03
C -1.609903 -0.702235 0.789347 -0.09 -0.07 0.12
C 0.605050 0.214281 0.120219 0.21 0.03 0.07
C 1.837933 -0.237372 -0.617840 0.01 0.00 -0.06
C -0.439945 1.063463 -0.500927 0.00 0.28 -0.08
H -0.354763 1.362646 -1.544887 0.00 -0.06 0.17
H 2.647325 0.491909 -0.500480 -0.10 -0.10 -0.02
H -1.168900 -0.609827 1.793416 -0.07 0.05 -0.15
H 1.620783 -0.349137 -1.683543 0.01 0.02 0.11
H -2.498146 -0.064095 0.746325 0.08 -0.09 -0.03
H 0.746937 0.375623 1.191647 -0.07 -0.07 -0.12
H 2.190718 -1.204086 -0.241971 -0.06 0.13 -0.03
H -1.933601 -1.738577 0.656905 0.06 0.11 0.05
H -0.956920 1.782668 0.136728 0.07 -0.16 -0.06
```
Positions in Å, forces in eV/Å.

Properties
**HOMO**: -0.331 hartree
**Multiplicity**: 1
**SMILES**: C[C@H]1CN1C
**ΔE to the lowest compared entry with this formula, charge and spin**: 1.075 eV
**Energy**: -5782.737 eV


The following is a quantum chemistry calculation of a 2-piece molecular cluster, C4H9N overall, from the Open Molecules 2025 dataset.

Geometry as XYZ:
```
14
Properties=species:S:1:pos:R:3:forces:R:3
N 0.759826 -0.439541 0.085097 0.15 -0.01 -0.10
C 0.265143 0.462961 1.163960 0.04 -0.10 0.18
C 2.057288 -0.032639 -0.465188 0.13 0.01 -0.09
C 0.763704 -0.644814 1.557045 -0.08 0.17 0.07
C -2.352783 0.092951 -0.787104 0.00 -0.01 -0.02
H -2.093933 1.156335 -0.801824 -0.07 -0.14 -0.01
H -3.172760 -0.072006 -0.083425 0.11 0.02 -0.11
H -0.257604 1.401837 1.240744 0.08 -0.17 0.03
H 1.005582 -1.429918 2.253359 -0.04 0.14 -0.07
H -2.663848 -0.210066 -1.789727 -0.01 0.06 0.13
H -1.470777 -0.484599 -0.499177 -0.21 0.09 -0.08
H 2.594182 -0.922831 -0.810692 -0.06 0.13 0.04
H 2.681611 0.503528 0.266276 -0.08 -0.07 -0.08
H 1.884366 0.618803 -1.329345 0.04 -0.10 0.11
```
Positions in Å, forces in eV/Å.

Properties
**HOMO**: -0.307 hartree
**Multiplicity**: 1
**SMILES**: CN1C=C1.C
**ΔE to the lowest compared entry with this formula, charge and spin**: 3.745 eV
**Energy**: -5780.067 eV


The following is a quantum chemistry calculation of one molecule with the formula C4H9N in a non-equilibrium geometry, from the Open Molecules 2025 dataset.

Geometry as XYZ:
```
14
Properties=species:S:1:pos:R:3:forces:R:3
N -1.027281 -0.008426 0.877176 0.51 -1.38 -2.20
C 0.958340 -1.231456 -0.090063 4.34 -1.68 -0.37
C -1.236632 0.014444 -0.651951 0.90 1.62 -0.27
C 0.175194 -0.016789 -0.095075 -3.06 1.73 0.16
C 0.858748 1.323618 0.011099 0.20 0.46 -1.13
H 0.098286 2.032970 0.348640 0.19 0.10 -0.32
H 1.393831 1.709557 -0.921879 -0.85 -0.70 1.07
H 0.448875 -2.158757 -0.413639 0.08 0.57 0.31
H -1.118703 -1.015375 1.147744 -0.21 1.05 -0.18
H -1.617466 -0.871644 -1.221047 0.25 0.87 0.86
H 1.981935 -1.165598 -0.758293 -2.63 0.02 1.29
H 1.405578 -1.357731 0.947873 -0.62 -0.18 -1.05
H 1.575204 1.273284 0.801482 0.73 0.01 0.58
H -1.510474 1.073377 -1.115170 0.17 -2.49 1.24
```
Positions in Å, forces in eV/Å.

Properties
**HOMO**: -0.345 hartree
**Multiplicity**: 1
**SMILES**: CC1(C)CN1
**ΔE to the lowest compared entry with this formula, charge and spin**: 1.548 eV
**Energy**: -5782.264 eV


The following is a quantum chemistry calculation of one molecule with the formula C4H9N in a non-equilibrium geometry, from the Open Molecules 2025 dataset.

Geometry as XYZ:
```
14
Properties=species:S:1:pos:R:3:forces:R:3
N -0.778982 0.060991 -1.300533 0.17 -0.89 0.24
C -1.028396 0.109890 1.202757 1.45 -0.14 -0.69
C 1.117305 -0.946518 0.176737 -0.91 -0.60 -1.06
C -0.066082 -0.009799 0.001114 -0.26 0.49 0.18
C 0.099709 1.161160 -0.925728 -0.41 0.12 0.55
H -1.513193 -0.858342 1.323312 0.09 -0.03 0.42
H -0.351090 -0.586951 -1.969044 -0.01 0.46 0.18
H 1.721894 -0.876159 -0.738129 0.20 -0.14 0.43
H 1.003573 1.331867 -1.491747 0.27 -0.20 0.12
H -0.481351 0.460294 2.105300 -0.50 -0.41 -0.44
H 1.680917 -0.734561 1.061533 0.52 0.51 0.39
H 0.809853 -2.001155 0.303555 -0.13 0.37 -0.22
H -0.429716 2.079282 -0.670779 0.06 -0.13 -0.13
H -1.784441 0.810002 0.921653 -0.56 0.56 0.05
```
Positions in Å, forces in eV/Å.

Properties
**HOMO**: -0.340 hartree
**Multiplicity**: 1
**SMILES**: CC1(C)CN1
**ΔE to the lowest compared entry with this formula, charge and spin**: 0.801 eV
**Energy**: -5783.011 eV


The following is a quantum chemistry calculation of one molecule with the formula C4H9N in a non-equilibrium geometry, from the Open Molecules 2025 dataset.

Geometry as XYZ:
```
14
Properties=species:S:1:pos:R:3:forces:R:3
N 1.638486 -1.294850 -0.836360 -0.89 0.02 -0.64
C 0.789261 -0.113749 -1.224549 1.02 1.56 -0.93
C -0.490113 -0.019815 -0.469366 1.48 -1.99 0.45
C -1.409600 0.567060 1.771638 -1.40 -0.47 0.28
C -0.594668 0.789924 0.562276 -1.13 2.19 -0.06
H 2.601481 -1.086097 -0.957632 1.25 1.46 0.97
H -0.258252 1.862763 0.480388 0.83 -1.38 0.18
H -0.667681 0.480685 2.619032 -1.24 0.28 -0.51
H 0.530134 -0.093171 -2.279059 0.44 -0.28 -0.49
H -1.018723 -0.967407 -0.575876 -0.38 0.11 0.64
H -2.003532 -0.372770 1.665739 0.71 0.40 0.31
H -2.208066 1.352453 1.882436 1.10 -0.38 0.47
H 1.716856 -1.919058 -1.623232 -1.45 -0.89 -0.43
H 1.374420 0.814031 -1.015432 -0.33 -0.62 -0.24
```
Positions in Å, forces in eV/Å.

Properties
**HOMO**: -0.330 hartree
**Multiplicity**: 1
**SMILES**: C/C=C/CN
**ΔE to the lowest compared entry with this formula, charge and spin**: 1.662 eV
**Energy**: -5782.150 eV


The following is a quantum chemistry calculation of one molecule with the formula C4H9N in a non-equilibrium geometry, from the Open Molecules 2025 dataset.

Geometry as XYZ:
```
14
Properties=species:S:1:pos:R:3:forces:R:3
N -0.450344 0.036816 -0.522404 1.89 -0.81 -0.06
C -1.736295 0.009969 0.017204 -1.07 -0.68 0.49
C 0.429999 -1.057136 -0.049980 0.37 1.25 2.08
C 1.580951 -0.028056 -0.051677 0.71 -0.61 -2.42
C 0.505069 1.010446 0.037467 -1.52 3.95 -0.81
H 0.505953 -2.017582 -0.523787 -0.14 -0.23 -0.62
H 1.904968 0.064223 -1.124676 0.17 -0.30 0.96
H 0.214230 1.537906 1.040114 0.48 -1.53 -1.27
H -1.660609 -0.449436 1.082411 -0.80 1.50 -0.99
H 2.466272 -0.117858 0.557332 -0.12 0.11 0.53
H 0.527967 1.910042 -0.732894 0.53 -1.48 1.66
H -2.167809 1.012324 -0.207056 -0.19 -0.70 1.08
H -2.297392 -0.721840 -0.565082 -0.40 0.00 0.07
H 0.177046 -1.189821 1.043022 0.10 -0.46 -0.69
```
Positions in Å, forces in eV/Å.

Properties
**HOMO**: -0.320 hartree
**Multiplicity**: 1
**SMILES**: CN1CCC1
**ΔE to the lowest compared entry with this formula, charge and spin**: 1.920 eV
**Energy**: -5781.892 eV


> energy of number 2 (C4H9N)?

-5780.067 eV


Copy entry 3 word for word.
The following is a quantum chemistry calculation of one molecule with the formula C4H9N in a non-equilibrium geometry, from the Open Molecules 2025 dataset.

Geometry as XYZ:
```
14
Properties=species:S:1:pos:R:3:forces:R:3
N -1.027281 -0.008426 0.877176 0.51 -1.38 -2.20
C 0.958340 -1.231456 -0.090063 4.34 -1.68 -0.37
C -1.236632 0.014444 -0.651951 0.90 1.62 -0.27
C 0.175194 -0.016789 -0.095075 -3.06 1.73 0.16
C 0.858748 1.323618 0.011099 0.20 0.46 -1.13
H 0.098286 2.032970 0.348640 0.19 0.10 -0.32
H 1.393831 1.709557 -0.921879 -0.85 -0.70 1.07
H 0.448875 -2.158757 -0.413639 0.08 0.57 0.31
H -1.118703 -1.015375 1.147744 -0.21 1.05 -0.18
H -1.617466 -0.871644 -1.221047 0.25 0.87 0.86
H 1.981935 -1.165598 -0.758293 -2.63 0.02 1.29
H 1.405578 -1.357731 0.947873 -0.62 -0.18 -1.05
H 1.575204 1.273284 0.801482 0.73 0.01 0.58
H -1.510474 1.073377 -1.115170 0.17 -2.49 1.24
```
Positions in Å, forces in eV/Å.

Properties
**HOMO**: -0.345 hartree
**Multiplicity**: 1
**SMILES**: CC1(C)CN1
**ΔE to the lowest compared entry with this formula, charge and spin**: 1.548 eV
**Energy**: -5782.264 eV


> What is the ΔE to the lowest compared entry with this formula, charge and spin in the sixth record?

1.920 eV